Record 1
Here is a structure of composition C21H39Si at a distorted geometry from OMol25. Energies are from wB97M-V/def2-TZVPD.

Geometry as XYZ:
```
61
Properties=species:S:1:pos:R:3
C -4.667 -3.351 -1.261
C -3.680 -3.993 -0.281
C -2.353 -3.231 -0.237
C -1.394 -3.884 0.749
C -0.011 -3.254 0.754
C 0.180 -1.826 1.354
Si 2.096 -2.032 1.149
C 2.435 -1.283 -0.610
C 1.427 -0.452 -1.482
C 1.950 -0.401 -2.931
C 1.082 0.255 -4.005
C 1.698 0.149 -5.426
C 0.841 0.814 -6.498
H 0.737 2.175 1.420
H -5.622 -3.885 -1.244
H -4.857 -2.307 -0.987
H -4.270 -3.379 -2.283
H -4.126 -4.023 0.732
H -3.479 -5.035 -0.593
H -1.910 -3.220 -1.247
H -2.548 -2.191 0.056
H -1.815 -3.903 1.763
H -1.236 -4.928 0.437
H 0.634 -3.951 1.326
H 0.324 -3.245 -0.302
H -0.216 -0.978 0.755
H -0.264 -1.689 2.349
H 2.811 -1.495 2.378
H 3.361 -0.685 -0.527
H 2.738 -2.178 -1.201
H 0.418 -0.889 -1.443
H 1.330 0.580 -1.098
H 2.911 0.131 -2.918
H 2.156 -1.431 -3.251
H 0.082 -0.206 -4.028
H 0.947 1.325 -3.781
H 2.702 0.602 -5.413
H 1.824 -0.918 -5.666
H 1.314 0.709 -7.476
H -0.144 0.345 -6.554
H 0.714 1.881 -6.292
C 1.081 4.123 0.986
C 1.118 2.990 2.018
C 2.558 2.733 2.466
C 0.117 3.066 3.183
C 0.274 2.271 4.334
C -0.631 2.362 5.406
C -1.791 3.139 5.293
C -2.002 3.883 4.113
C -1.060 3.827 3.069
H 0.115 4.165 0.466
H 1.325 5.098 1.421
H 1.856 3.897 0.245
H 2.665 1.868 3.125
H 3.225 2.659 1.597
H 2.920 3.597 3.035
H 1.133 1.592 4.412
H -0.448 1.813 6.336
H -2.511 3.213 6.117
H -2.869 4.539 4.024
H -1.195 4.445 2.168
```

Properties
Lowest unoccupied orbital energy in eV: -6.793
Gap between HOMO and LUMO in eV: 4.21
Total charge: +1
M in g/mol: 319.63
Highest occupied orbital energy in eV: -11.01

Atomic partial charges in e from the Löwdin method, atoms 1 to 8: -0.11, -0.27, -0.23, -0.21, -0.33, -0.26, 1.12, -0.28


Record 2
Here is a structure of composition C21H40CdO17P3 at a distorted geometry from OMol25. Energies are from wB97M-V/def2-TZVPD.

Geometry as XYZ:
```
82
Properties=species:S:1:pos:R:3
Cd 0.979 -0.236 -1.787
O -0.088 -0.389 -0.177
H 0.363 -0.326 0.688
C -3.770 0.184 3.149
C -3.774 0.515 4.523
C -2.657 0.551 5.311
C -1.518 0.083 4.748
C -1.408 -0.348 3.423
C -2.558 -0.244 2.580
O -2.421 -0.593 1.272
O -2.731 0.897 6.636
H -4.625 0.243 2.492
H -4.729 0.690 4.996
H -0.658 0.106 5.401
H -0.423 -0.664 3.115
H -1.516 -0.552 0.952
H -2.302 0.261 7.212
C 2.130 -4.751 4.256
C 3.066 -4.866 3.174
C 2.834 -4.259 1.931
C 1.646 -3.570 1.827
C 0.588 -3.526 2.782
C 0.909 -4.082 3.992
O -0.058 -3.886 5.029
O 3.854 -4.198 1.020
H 2.300 -5.149 5.245
H 3.951 -5.465 3.331
H 1.340 -3.100 0.903
H -0.348 -3.022 2.593
H -0.931 -3.908 4.632
H 3.596 -4.230 0.096
C 1.103 5.049 -3.322
O 1.053 3.613 -3.322
P -0.205 2.968 -2.570
O -0.176 1.455 -2.484
O -0.166 3.731 -1.137
C -0.786 3.177 0.031
O -1.432 3.612 -3.454
C -1.885 2.924 -4.553
H 2.018 5.330 -3.843
H 1.312 5.323 -2.288
H 0.254 5.600 -3.726
H -1.477 3.943 0.384
H 0.008 3.080 0.771
H -1.027 2.117 -0.060
H -1.101 2.431 -5.128
H -2.411 3.636 -5.188
H -2.601 2.120 -4.382
C 3.837 -0.196 1.369
O 3.855 1.175 0.896
P 2.546 2.026 0.606
O 1.978 1.490 -0.686
O 1.612 1.851 1.948
C 1.974 2.495 3.158
O 3.024 3.544 0.681
C 3.522 4.126 -0.474
H 2.924 -0.747 1.144
H 3.904 -0.233 2.456
H 4.733 -0.636 0.929
H 2.268 1.690 3.831
H 1.127 3.017 3.603
H 2.959 2.939 3.019
H 3.152 3.727 -1.418
H 4.548 3.776 -0.586
H 3.553 5.216 -0.475
C -2.199 -4.488 -4.557
O -1.360 -3.682 -3.739
P -1.282 -2.097 -3.829
O -0.219 -1.377 -2.997
O -2.777 -1.636 -3.522
C -3.449 -1.771 -2.253
O -1.134 -1.796 -5.490
C -0.974 -0.536 -6.092
H -2.968 -4.844 -3.871
H -1.848 -5.476 -4.854
H -2.637 -3.864 -5.336
H -3.537 -2.820 -1.971
H -4.475 -1.514 -2.519
H -3.174 -1.199 -1.367
H -2.002 -0.370 -6.413
H -0.226 -0.350 -6.864
H -0.771 0.282 -5.401
```

Properties
Lowest unoccupied orbital energy in eV: -9.704
Gap between HOMO and LUMO in eV: 0.18
Total charge: +1
M in g/mol: 769.87
Highest occupied orbital energy in eV: -9.88

Atomic partial charges in e from the Löwdin method, atoms 1 to 8: 1.39, -0.49, -0.05, 0.01, -0.01, -0.36, -0.04, -0.01


Record 3
Here is a structure of composition C21H40I2NO4S2SiTl at a distorted geometry from OMol25. Energies are from wB97M-V/def2-TZVPD.

Geometry as XYZ:
```
72
Properties=species:S:1:pos:R:3
Tl -1.441 -1.245 -0.418
O 0.764 -2.042 2.600
C 1.695 -2.970 3.179
C 3.157 -2.563 2.938
C 3.640 -2.006 1.595
C 3.564 -2.720 0.300
C 3.481 -4.131 0.170
C 3.514 -4.635 -1.127
C 3.623 -3.786 -2.223
C 3.770 -2.453 -1.974
N 3.819 -1.917 -0.752
H 0.008 -2.606 2.279
H 1.579 -4.013 2.845
H 1.504 -3.010 4.288
H 3.718 -3.513 3.143
H 3.426 -1.856 3.709
H 4.746 -1.694 1.757
H 3.103 -1.050 1.370
H 3.133 -4.698 0.996
H 3.418 -5.719 -1.237
H 3.623 -4.211 -3.203
H 3.901 -1.761 -2.771
I -2.022 -2.735 -3.795
C -3.464 -3.849 -2.744
I -4.635 -2.846 -1.240
H -2.966 -4.623 -2.132
H -4.179 -4.212 -3.518
C -2.526 3.015 -2.503
C -2.702 2.874 -0.955
C -3.060 4.309 -0.424
C -3.941 1.984 -0.592
Si -1.039 2.204 -0.191
C -0.899 2.267 1.690
C -0.452 3.656 2.052
C -2.282 2.001 2.393
C 0.061 1.198 2.265
C 0.581 2.413 -1.219
C 0.831 3.919 -1.524
C 0.458 1.503 -2.474
C 1.878 1.864 -0.464
H -3.372 3.609 -2.896
H -2.594 2.012 -2.970
H -1.565 3.499 -2.779
H -4.063 4.593 -0.754
H -2.270 5.027 -0.704
H -3.109 4.284 0.686
H -4.721 2.115 -1.436
H -4.413 2.340 0.348
H -3.655 0.934 -0.534
H -1.098 4.367 1.512
H 0.636 3.875 2.014
H -0.721 3.841 3.137
H -2.963 2.837 2.221
H -2.270 1.813 3.478
H -2.722 1.099 1.969
H 1.150 1.356 2.116
H -0.147 0.185 1.963
H -0.225 1.123 3.387
H 0.847 4.074 -2.595
H 1.792 4.148 -1.071
H 0.096 4.615 -1.160
H -0.263 1.874 -3.272
H 0.136 0.481 -2.283
H 1.470 1.391 -3.016
H 2.178 2.418 0.392
H 2.783 1.807 -1.095
H 1.670 0.847 -0.144
O -1.584 -5.046 -0.755
S -0.742 -4.343 0.188
O 0.245 -5.147 0.909
O -0.032 -3.211 -0.518
S -1.865 -3.164 1.571
```

Properties
Lowest unoccupied orbital energy in eV: -2.173
Gap between HOMO and LUMO in eV: 5.87
M in g/mol: 920.97
Highest occupied orbital energy in eV: -8.04

Atomic partial charges in e from the Löwdin method, atoms 1 to 8: 0.57, -0.16, -0.26, -0.19, -0.16, -0.28, 0.00, -0.06